No. 1
{"formula": "C5H9Cl", "method": "ωB97M-V/def2-TZVPD", "gap_ev": 10.192, "lumo_ev": 0.91, "smiles": "C=C(Cl)C(C)C", "total_energy_ha": -656.0592, "max_force_ev_per_a": 3.81, "species": ["C", "C", "Cl", "C", "C", "C", "H", "H", "H", "H", "H", "H", "H", "H", "H"], "xyz": [[-1.071, -0.959, 1.635], [-0.056, -0.322, 1.042], [1.410, -0.150, 1.933], [-0.091, 0.039, -0.341], [-0.386, 1.541, -0.474], [1.155, -0.477, -1.098], [-1.887, -1.313, 1.014], [-1.103, -1.295, 2.713], [-0.908, -0.475, -0.931], [-1.339, 1.638, -0.024], [-0.345, 1.707, -1.591], [0.300, 2.103, 0.146], [2.091, -0.220, -0.786], [1.126, -1.643, -1.115], [1.104, -0.172, -2.123]], "forces_ev_per_angstrom": [[0.1, -0.6, 1.1], [-1.6, -2.4, 2.3], [0.4, 0.6, 0.2], [0.7, 0.1, -3.0], [1.0, -1.2, -1.3], [-2.5, -2.8, -0.8], [-0.1, 0.4, 0.1], [0.3, 0.6, -1.4], [0.4, 0.4, 1.3], [-1.2, 0.6, -0.1], [-0.2, 0.7, 1.4], [0.4, 0.4, -0.4], [2.4, 1.0, 1.4], [0.0, 1.9, 0.1], [-0.2, 0.2, -0.8]]}

---

No. 2
{"formula": "C36H94AlBN6O12", "method": "ωB97M-V/def2-TZVPD", "s2": 0.7639, "gap_ev": [6.500, 2.138], "lumo_ev": [-2.96, -7.29], "charge": 1, "multiplicity": 2, "total_energy_ha": -2925.8103, "max_force_ev_per_a": 5.11, "species": ["Al", "B", "H", "H", "H", "H", "C", "O", "C", "C", "N", "C", "C", "O", "C", "H", "H", "H", "H", "H", "H", "H", "H", "H", "H", "H", "H", "H", "H", "H", "C", "O", "C", "C", "N", "C", "C", "O", "C", "H", "H", "H", "H", "H", "H", "H", "H", "H", "H", "H", "H", "H", "H", "H", "C", "O", "C", "C", "N", "C", "C", "O", "C", "H", "H", "H", "H", "H", "H", "H", "H", "H", "H", "H", "H", "H", "H", "H", "C", "O", "C", "C", "N", "C", "C", "O", "C", "H", "H", "H", "H", "H", "H", "H", "H", "H", "H", "H", "H", "H", "H", "H", "C", "O", "C", "C", "N", "C", "C", "O", "C", "H", "H", "H", "H", "H", "H", "H", "H", "H", "H", "H", "H", "H", "H", "H", "C", "O", "C", "C", "N", "C", "C", "O", "C", "H", "H", "H", "H", "H", "H", "H", "H", "H", "H", "H", "H", "H", "H", "H"], "xyz": [[3.746, 0.888, 0.640], [1.052, -0.182, 0.065], [1.776, -0.780, 0.595], [0.181, -0.804, -0.067], [0.863, 0.727, 0.615], [1.435, 0.072, -0.912], [1.975, 2.879, -2.279], [2.741, 1.620, -2.299], [3.587, 1.548, -3.445], [4.698, 0.405, -3.230], [5.481, 0.631, -2.003], [6.642, -0.158, -1.826], [7.509, 0.298, -0.740], [6.910, -0.072, 0.504], [7.863, -0.146, 1.590], [1.131, 2.824, -2.967], [2.576, 3.752, -2.535], [1.524, 2.884, -1.287], [4.115, 2.464, -3.709], [2.946, 1.336, -4.300], [5.454, 0.765, -3.928], [4.386, -0.600, -3.517], [5.883, 1.544, -2.160], [7.279, -0.299, -2.698], [6.311, -1.161, -1.556], [7.552, 1.382, -0.849], [8.503, -0.078, -0.983], [8.494, 0.737, 1.697], [8.459, -0.998, 1.266], [7.324, -0.512, 2.464], [-2.635, 10.748, 1.379], [-1.460, 10.611, 0.643], [-1.545, 10.411, -0.803], [-1.863, 8.942, -1.329], [-1.027, 8.078, -0.666], [-0.946, 6.730, -1.197], [-0.309, 5.727, -0.271], [-1.150, 5.072, 0.744], [-0.487, 4.092, 1.526], [-3.322, 9.919, 1.547], [-3.177, 11.646, 1.081], [-2.349, 11.074, 2.379], [-0.515, 10.540, -1.136], [-2.124, 11.181, -1.313], [-1.694, 8.932, -2.406], [-2.824, 8.526, -1.026], [-1.349, 7.990, 0.287], [-0.228, 6.697, -2.016], [-1.891, 6.247, -1.448], [0.540, 6.311, 0.086], [-0.031, 4.826, -0.817], [0.051, 3.386, 0.893], [-1.333, 3.548, 1.947], [0.140, 4.407, 2.360], [-0.968, 0.648, -2.738], [-1.892, 1.807, -2.797], [-2.087, 2.264, -1.494], [-2.799, 3.589, -1.894], [-3.321, 4.240, -0.718], [-4.320, 3.564, 0.115], [-5.700, 3.297, -0.653], [-5.835, 1.897, -1.055], [-7.060, 1.556, -1.734], [-0.599, 0.478, -3.749], [-1.513, -0.234, -2.401], [-0.091, 0.919, -2.150], [-1.148, 2.537, -1.014], [-2.666, 1.575, -0.879], [-3.673, 3.388, -2.513], [-2.124, 4.207, -2.486], [-2.619, 4.585, -0.079], [-4.471, 4.170, 1.009], [-3.946, 2.600, 0.459], [-5.759, 3.765, -1.635], [-6.625, 3.626, -0.180], [-7.336, 2.150, -2.605], [-7.888, 1.667, -1.034], [-7.034, 0.526, -2.090], [-0.450, -4.195, -0.594], [-0.564, -4.911, -1.800], [-1.848, -5.191, -2.412], [-2.739, -6.208, -1.676], [-2.539, -7.609, -2.009], [-3.057, -8.033, -3.292], [-2.528, -9.368, -3.761], [-1.052, -9.398, -3.677], [-0.516, -10.681, -3.894], [0.587, -3.882, -0.472], [-1.039, -4.585, 0.236], [-0.807, -3.198, -0.850], [-1.808, -5.449, -3.470], [-2.455, -4.295, -2.283], [-3.787, -5.924, -1.573], [-2.449, -6.035, -0.640], [-1.558, -7.837, -1.946], [-2.866, -7.278, -4.055], [-4.146, -8.057, -3.339], [-2.947, -9.598, -4.740], [-3.045, -10.052, -3.088], [-0.780, -11.091, -4.868], [-0.930, -11.323, -3.116], [0.554, -10.561, -3.722], [3.662, -2.647, -1.158], [4.189, -2.001, -0.050], [4.390, -2.960, 1.035], [5.090, -2.364, 2.247], [4.623, -0.993, 2.811], [3.492, -1.378, 3.641], [2.730, -0.317, 4.370], [2.364, 0.659, 3.361], [1.722, 1.807, 3.826], [3.451, -1.910, -1.932], [2.785, -3.220, -0.857], [4.484, -3.236, -1.566], [4.926, -3.852, 0.709], [3.398, -3.256, 1.375], [6.019, -2.092, 1.746], [5.349, -3.099, 3.009], [5.250, -0.675, 3.536], [3.749, -2.068, 4.444], [2.707, -1.734, 2.973], [3.241, 0.124, 5.226], [1.954, -0.818, 4.949], [1.436, 2.379, 2.943], [2.317, 2.533, 4.382], [0.839, 1.501, 4.387], [-4.151, -0.124, 1.468], [-3.245, -0.802, 2.319], [-2.225, -1.584, 1.727], [-0.890, -1.565, 2.456], [-0.871, -1.923, 3.861], [-0.768, -3.398, 4.022], [-1.646, -3.882, 5.151], [-2.266, -5.086, 4.760], [-3.701, -5.049, 4.636], [-3.699, 0.249, 0.549], [-4.545, 0.694, 2.070], [-5.015, -0.707, 1.151], [-2.083, -1.264, 0.694], [-2.737, -2.547, 1.727], [-0.574, -0.525, 2.372], [-0.165, -2.118, 1.859], [-1.806, -1.592, 4.052], [0.298, -3.439, 4.251], [-1.046, -3.957, 3.129], [-2.380, -3.124, 5.426], [-1.062, -4.039, 6.058], [-3.938, -5.291, 3.600], [-4.339, -4.165, 4.646], [-3.938, -5.812, 5.377]], "forces_ev_per_angstrom": [[-1.1, -2.4, -0.5], [2.0, 2.4, -0.1], [3.0, -3.1, 2.7], [-3.3, -2.8, -0.5], [-1.1, 3.5, 2.2], [1.2, 0.8, -4.0], [-0.2, -1.6, 0.1], [0.4, 1.8, -0.2], [0.2, -1.9, 0.8], [0.0, 2.5, -1.1], [-1.5, 1.0, 0.7], [-0.2, -3.0, -0.4], [-0.3, 0.8, 0.6], [0.5, 0.9, 0.2], [-0.3, -1.4, -1.4], [0.1, -0.1, -0.3], [0.2, -0.1, 0.3], [0.2, 0.4, 0.1], [0.0, 0.4, 0.6], [0.2, -0.4, -0.3], [-0.2, -0.7, -1.2], [0.0, 0.0, 0.8], [-0.5, 0.7, 0.3], [-0.2, 0.4, -0.7], [0.0, -0.3, -0.1], [0.4, 0.5, 0.5], [0.2, -0.3, 0.9], [-0.3, 0.1, 0.3], [0.8, 0.1, 0.5], [0.1, 0.7, 0.1], [-0.3, 1.6, 0.9], [0.1, -1.2, -1.6], [0.3, -0.9, 0.2], [-1.7, 2.3, 0.7], [3.2, -2.7, 1.7], [-0.4, -0.9, 0.3], [0.1, -0.9, 0.7], [1.3, 2.1, 0.4], [-1.2, -0.4, -0.4], [0.2, -0.5, -0.7], [-0.5, -0.1, -0.7], [0.4, -0.4, 0.2], [0.1, 0.2, 0.2], [-0.5, 0.0, 0.3], [-0.2, 0.0, 0.0], [-1.2, 1.0, -1.0], [0.2, 0.2, 0.3], [-0.4, 0.2, -0.5], [-0.5, 0.5, -0.7], [0.4, -0.7, 1.0], [0.7, 0.4, -0.7], [0.3, -0.1, -0.2], [0.2, -0.3, 0.3], [0.1, 0.7, -0.2], [-0.8, 1.5, -1.1], [2.3, -3.1, -0.2], [-0.9, 2.1, -1.9], [-1.1, -1.0, 2.3], [-0.9, 1.4, 0.6], [-1.1, -0.5, -1.6], [0.3, -0.8, -1.2], [0.0, -0.3, 0.2], [0.2, 0.4, 0.8], [-0.2, -0.1, -0.1], [0.2, 0.0, 0.3], [-0.3, -0.3, 0.4], [0.3, -0.2, 0.3], [-0.1, 0.0, 0.0], [0.2, -0.4, -0.3], [0.1, 0.1, 0.3], [0.1, -0.1, -0.4], [-0.2, 0.1, -0.2], [-0.3, -0.4, 0.1], [0.6, 0.9, 0.1], [0.2, -0.1, 0.8], [0.6, 0.5, -0.1], [-0.2, -0.1, 0.1], [0.4, 0.0, 0.3], [-1.1, 1.5, -1.7], [0.4, -2.0, -1.3], [-1.4, 1.1, 1.5], [1.3, -0.2, 0.9], [-0.5, -0.3, 0.5], [0.4, 1.2, -1.0], [0.6, 0.2, 0.9], [-2.5, 0.6, -0.5], [-0.3, 0.2, 0.8], [0.3, -1.2, 0.6], [0.6, -0.2, 0.3], [-0.9, 0.5, 0.4], [0.9, 0.2, 0.1], [0.1, 0.7, -0.5], [-0.2, -0.1, -1.0], [0.2, -0.5, 0.4], [0.1, -0.1, -0.1], [0.5, 0.3, -0.4], [-0.2, -0.4, 0.6], [0.5, 0.1, -0.4], [0.8, -0.8, 0.3], [0.2, 0.0, -0.2], [0.1, -0.5, 0.0], [0.0, -0.3, -0.4], [0.4, -0.1, -0.8], [1.1, 0.5, 2.5], [-2.0, 1.1, 0.6], [2.4, 2.5, -1.6], [-1.0, -2.1, -0.3], [-2.0, 0.4, 0.1], [0.6, 1.3, -0.1], [0.8, -1.0, 0.6], [-0.9, 0.5, -0.3], [-0.5, 0.1, 0.3], [-0.1, -0.2, -0.5], [-0.3, -0.8, -0.2], [0.2, 0.1, -0.1], [-0.4, -0.4, -0.4], [0.6, 0.0, 0.5], [-0.5, 0.0, 0.1], [1.1, 0.2, -0.5], [0.2, -0.7, -0.4], [0.2, -0.8, 0.0], [0.8, 0.7, -0.3], [-1.1, 0.1, -0.9], [-0.4, -0.2, -0.1], [0.5, -0.5, 0.5], [-0.1, 0.4, 0.1], [-0.1, 0.1, 0.3], [0.4, 1.1, 0.7], [-1.3, -0.9, -0.3], [0.4, 1.3, -0.9], [-1.0, -0.1, -1.0], [0.3, 1.7, 0.4], [0.2, -0.2, 0.3], [-0.6, 1.1, 0.1], [0.5, -1.4, -0.7], [0.3, 0.1, 0.1], [0.1, 0.2, -0.2], [0.0, -0.5, 0.1], [0.2, 0.0, -0.2], [0.8, -0.9, -0.4], [0.2, 0.2, 0.0], [0.0, -0.2, 0.1], [-0.4, -0.2, 1.2], [0.1, -1.2, -0.1], [0.2, 0.0, -0.1], [-0.2, 0.1, -0.2], [0.1, -0.3, 0.1], [0.1, -1.1, 0.0], [0.9, 0.9, 1.3], [-1.2, 0.1, -0.4]]}

---

No. 3
{"formula": "CH3PS", "method": "ωB97M-V/def2-TZVPD", "gap_ev": [6.843, 6.026], "lumo_ev": [-1.25, -1.49], "total_energy_ha": -779.3067, "max_force_ev_per_a": 2.54, "species": ["C", "P", "S", "H", "H", "H"], "xyz": [[-0.389, 1.024, -0.404], [0.882, -2.985, 1.074], [0.773, -1.126, 0.593], [0.504, 1.679, -0.254], [-0.551, 0.482, -1.417], [-1.219, 0.925, 0.409]], "forces_ev_per_angstrom": [[-1.4, -0.4, -0.4], [-0.2, 1.1, -0.3], [0.7, -1.5, 0.6], [-1.1, -0.8, -0.1], [0.3, 1.2, 2.0], [1.8, 0.4, -1.8]]}

---

No. 4
{"formula": "C34H30F48O9", "method": "ωB97M-V/def2-TZVPD", "gap_ev": 11.049, "lumo_ev": 0.13, "smiles": "FC(F)C(F)(F)COC(F)(F)C(F)F.FC(F)C(F)(F)COC(F)(F)C(F)F.FC(F)C(F)(F)COC(F)(F)C(F)F.FC(F)C(F)(F)COC(F)(F)C(F)F.FC(F)C(F)(F)COC(F)(F)C(F)F.FC(F)C(F)(F)COC(F)(F)C(F)F.C[C@H]1COC(=O)O1", "total_energy_ha": -6784.1211, "max_force_ev_per_a": 5.30, "species": ["F", "C", "F", "C", "F", "F", "C", "O", "C", "F", "F", "C", "F", "F", "H", "H", "H", "H", "F", "C", "F", "C", "F", "F", "C", "O", "C", "F", "F", "C", "F", "F", "H", "H", "H", "H", "F", "C", "F", "C", "F", "F", "C", "O", "C", "F", "F", "C", "F", "F", "H", "H", "H", "H", "F", "C", "F", "C", "F", "F", "C", "O", "C", "F", "F", "C", "F", "F", "H", "H", "H", "H", "F", "C", "F", "C", "F", "F", "C", "O", "C", "F", "F", "C", "F", "F", "H", "H", "H", "H", "F", "C", "F", "C", "F", "F", "C", "O", "C", "F", "F", "C", "F", "F", "H", "H", "H", "H", "C", "C", "C", "O", "C", "O", "O", "H", "H", "H", "H", "H", "H"], "xyz": [[7.115, -2.809, -6.737], [5.949, -2.444, -7.316], [5.098, -2.471, -6.294], [6.083, -1.120, -8.070], [6.631, -1.219, -9.290], [6.649, -0.070, -7.384], [4.645, -0.688, -8.297], [3.857, -1.706, -8.970], [2.713, -1.297, -9.722], [1.749, -2.152, -9.601], [2.203, -0.189, -9.263], [3.071, -1.105, -11.286], [4.038, -0.205, -11.365], [3.375, -2.245, -11.822], [5.663, -3.203, -8.044], [4.569, 0.315, -8.717], [4.176, -0.652, -7.314], [2.183, -0.683, -11.758], [-2.460, 6.305, -11.132], [-1.745, 7.309, -10.619], [-1.153, 6.904, -9.479], [-0.683, 7.857, -11.659], [0.079, 6.759, -11.930], [0.046, 8.805, -11.045], [-1.439, 8.303, -12.927], [-2.537, 9.213, -12.614], [-2.229, 10.578, -12.675], [-1.244, 10.769, -11.689], [-1.653, 10.795, -13.865], [-3.608, 11.482, -12.515], [-3.587, 12.781, -12.494], [-4.479, 10.974, -13.387], [-2.447, 8.125, -10.447], [-1.795, 7.389, -13.403], [-0.773, 8.842, -13.599], [-3.943, 11.226, -11.510], [3.920, -4.067, 5.369], [4.570, -5.102, 5.925], [4.297, -6.116, 5.079], [6.072, -4.867, 6.222], [6.835, -4.933, 5.092], [6.605, -5.942, 6.959], [6.297, -3.541, 7.128], [5.269, -2.641, 6.954], [5.538, -1.192, 7.187], [6.309, -1.040, 8.311], [6.259, -0.721, 6.166], [4.288, -0.315, 7.285], [4.499, 0.858, 7.822], [3.738, -0.147, 6.035], [4.049, -5.203, 6.878], [7.127, -2.970, 6.712], [6.458, -3.771, 8.181], [3.476, -0.835, 7.793], [-0.490, -8.080, 2.136], [-0.552, -8.932, 1.146], [-1.292, -9.865, 1.643], [-1.092, -8.448, -0.206], [-2.491, -8.388, -0.171], [-0.755, -9.336, -1.076], [-0.542, -7.078, -0.460], [0.943, -7.183, -0.375], [1.695, -7.295, -1.592], [1.597, -8.533, -2.000], [1.240, -6.411, -2.538], [3.163, -7.075, -1.269], [3.616, -7.830, -0.207], [3.870, -7.375, -2.335], [0.434, -9.393, 1.208], [-0.924, -6.387, 0.291], [-0.929, -6.723, -1.415], [3.348, -6.022, -1.061], [-3.585, 8.078, 10.555], [-4.413, 8.099, 9.526], [-3.795, 7.643, 8.426], [-5.756, 7.403, 9.838], [-6.632, 7.322, 8.910], [-6.353, 8.054, 10.863], [-5.475, 5.879, 10.253], [-5.057, 5.294, 9.015], [-5.802, 4.156, 8.626], [-5.532, 3.332, 9.542], [-7.183, 4.467, 8.707], [-5.331, 3.741, 7.277], [-5.740, 2.606, 6.704], [-5.442, 4.782, 6.449], [-4.497, 9.163, 9.306], [-6.424, 5.616, 10.721], [-4.735, 5.722, 11.038], [-4.300, 3.561, 7.584], [-2.211, 1.891, -3.511], [-1.318, 0.947, -3.694], [-0.149, 1.590, -3.836], [-1.184, 0.065, -2.432], [-0.355, -0.993, -2.746], [-2.372, -0.585, -2.257], [-0.726, 0.825, -1.155], [-0.600, -0.060, -0.064], [-0.845, 0.538, 1.266], [0.095, 1.465, 1.438], [-2.054, 1.133, 1.282], [-0.748, -0.669, 2.284], [-1.136, -0.272, 3.514], [-1.229, -1.823, 1.893], [-1.679, 0.289, -4.484], [-1.453, 1.608, -0.939], [0.149, 1.452, -1.332], [0.320, -0.848, 2.408], [-4.514, -4.727, 8.910], [-2.989, -4.968, 9.154], [-2.075, -4.924, 7.878], [-0.962, -4.139, 8.282], [-1.369, -3.441, 9.398], [-0.612, -2.790, 10.119], [-2.632, -3.752, 9.746], [-4.699, -3.906, 8.217], [-5.079, -4.488, 9.811], [-4.960, -5.681, 8.631], [-2.650, -5.750, 9.833], [-2.604, -4.568, 6.994], [-1.871, -5.918, 7.479]], "forces_ev_per_angstrom": [[0.9, 0.0, -0.4], [2.0, -1.3, -0.2], [-1.2, 0.8, 0.2], [-2.7, 1.5, -0.1], [1.1, -0.6, 0.2], [0.2, -1.2, -0.2], [-2.0, 0.3, 1.0], [-0.6, 0.4, -1.1], [3.2, -0.1, -1.3], [-0.8, -2.4, 0.1], [-0.1, 2.5, 0.7], [-2.6, 1.2, 2.8], [1.3, 0.5, -0.2], [1.0, -1.6, -0.8], [-0.1, 0.0, -0.1], [0.2, -0.3, -0.5], [0.2, 0.5, 0.2], [-0.2, 0.0, -0.2], [0.0, -0.8, -0.5], [0.2, 2.0, -0.3], [0.1, 0.0, -0.2], [-1.9, -1.6, 1.2], [0.6, 0.6, -0.6], [0.2, -0.5, -0.4], [0.7, 1.2, 0.3], [-0.4, 0.4, 0.1], [0.6, -0.9, 0.2], [-1.7, 1.1, -1.3], [0.2, 0.9, -0.1], [0.9, -3.8, 2.9], [1.0, 1.7, -1.3], [-0.1, 0.4, -0.9], [0.0, 0.0, 0.6], [-0.4, 0.3, 0.1], [0.2, -0.4, 0.0], [-0.1, -0.5, 0.1], [0.5, 1.1, -0.7], [-1.1, -0.1, 0.4], [0.9, -0.6, 0.5], [1.2, -0.1, 0.8], [-0.7, 1.0, 0.3], [-1.3, 1.1, -0.3], [1.5, -0.1, -1.5], [-2.6, 4.1, 0.8], [1.4, -2.4, -0.2], [-0.8, -0.3, -0.7], [0.4, -0.2, -0.2], [-2.8, -2.2, -0.7], [0.9, 1.0, 0.4], [0.9, 0.1, 0.0], [0.3, -0.8, 0.3], [1.0, -1.0, 0.1], [0.0, -0.5, -0.2], [0.3, -0.1, 0.7], [-0.2, 3.7, 1.2], [2.2, -1.4, 0.3], [-3.2, -3.3, 0.4], [-1.0, 1.5, 2.6], [1.2, 0.1, 0.1], [0.5, -1.6, -2.0], [1.0, 0.2, -1.0], [-0.7, 1.0, -1.4], [-1.7, 0.4, 2.6], [-0.5, -1.2, -1.5], [0.6, -0.9, 0.7], [0.5, 1.6, 1.5], [-0.8, 0.4, -0.9], [0.8, -0.8, -1.3], [0.6, 0.3, -1.7], [0.5, -0.1, 0.2], [0.5, 0.0, -0.2], [-0.1, 0.1, 0.4], [0.7, -1.1, 1.4], [-1.0, 2.8, -1.6], [0.2, -1.2, -0.3], [2.7, -2.7, 2.9], [-1.4, 0.7, -2.9], [0.3, 0.4, 0.6], [-0.1, 1.9, 0.0], [-1.2, -0.5, -0.8], [-2.5, 4.6, 0.7], [-0.1, -4.2, 2.3], [1.5, -0.7, -0.4], [2.3, 0.1, 0.2], [-1.1, 0.1, 0.2], [-0.3, -0.1, -0.5], [-1.0, 0.3, 0.1], [-0.2, -0.8, -0.7], [0.3, 0.3, -0.3], [0.7, 0.1, -0.9], [-1.6, 1.2, 0.4], [0.4, -1.2, 1.4], [0.8, -0.3, -1.0], [0.1, -1.1, 0.6], [0.4, 1.0, 0.1], [-0.3, 0.8, 0.3], [-0.7, 0.6, -0.4], [-0.5, 0.5, 2.2], [-0.6, -2.1, -3.2], [-0.1, 0.0, 0.8], [0.4, -0.1, 0.2], [3.6, 1.7, 0.1], [-1.2, -0.1, -0.1], [-1.7, -0.4, -0.3], [0.7, 0.2, -0.6], [-0.6, -0.3, -0.1], [0.6, -0.7, -0.2], [0.3, 0.2, -0.3], [0.4, -1.8, 0.4], [-1.1, 1.2, -1.6], [-1.7, -1.2, -0.3], [-0.8, 0.3, 0.5], [2.7, 0.6, 2.7], [-2.0, -1.2, -2.6], [1.6, 1.6, 0.5], [0.3, -0.3, -0.2], [0.6, 0.2, 0.4], [-0.2, 0.1, -0.7], [-0.6, -0.4, -0.1], [-0.1, 1.2, 0.2], [1.1, -0.2, 0.8]]}

---

Q: Number 1 is which compound?
A: C5H9Cl